[1]
Entry from the OMol25 dataset: a molecular structure, C30H45NO4P2Ti (wB97M-V/def2-TZVPD).

Expectation value of S²: 0.767
Spin multiplicity: 2
HOMO (alpha / beta), eV: -9.498 / -9.408
Net charge: +1

Cartesian coordinates (Å):
Ti  -0.0010  -0.4862  -1.8366
C  1.0206  2.4209  2.2717
C  -0.0950  2.9173  1.5387
C  -0.8521  1.3879  3.0887
C  0.5496  1.4835  3.2227
C  -1.2513  2.2279  2.0206
C  2.4442  2.7642  2.0632
H  2.5427  3.5601  1.3242
H  3.0159  1.8953  1.7069
H  2.9134  3.0946  3.0001
C  1.4005  0.6669  4.1155
H  2.2955  1.2206  4.4178
H  1.7470  -0.2467  3.6126
H  0.8692  0.3535  5.0203
C  -1.7545  0.5118  3.8674
H  -1.3322  0.2426  4.8426
H  -1.9517  -0.4272  3.3366
H  -2.7233  0.9893  4.0423
C  -2.6291  2.3139  1.4959
H  -3.3064  2.7824  2.2267
H  -3.0316  1.3107  1.2614
H  -2.6580  2.9019  0.5756
C  -0.0344  3.8833  0.4314
H  0.0929  4.9142  0.8034
H  -0.9606  3.8755  -0.1567
H  0.8140  3.6771  -0.2437
C  0.7333  -1.2591  -3.5358
C  1.4574  -0.0675  -3.2399
C  1.2201  1.2785  -3.9172
C  -0.0588  1.9976  -3.3914
C  -0.7524  1.3010  -2.2340
C  -1.7955  0.2819  -2.5095
C  -1.7597  -0.4341  -3.8755
C  -0.5459  -1.2727  -4.3382
H  1.1314  1.1384  -5.0080
H  -0.7476  2.1787  -4.2387
H  2.0864  1.9527  -3.7727
H  -0.3030  -0.9777  -5.3755
H  1.2456  -2.2272  -3.4470
H  2.4486  -0.1586  -2.7899
H  -0.8774  -2.3220  -4.4322
H  -2.6627  -1.0685  -3.9523
H  -2.7582  0.8413  -2.5985
H  -1.9214  0.3379  -4.6489
H  0.2351  3.0076  -3.0611
H  -0.9303  1.9392  -1.3606
P  4.3564  0.4442  -0.1072
C  4.7234  -0.9514  -1.2648
C  4.3907  1.9121  -1.2899
P  -3.4466  0.0182  -0.8965
C  2.5724  0.1345  -0.0765
C  -4.8280  0.9838  -1.5995
C  -3.8858  -1.6404  -1.4981
H  3.8352  -1.5596  -1.4727
H  5.4684  -1.5612  -0.7388
H  5.1387  -0.5753  -2.2081
H  3.5759  1.9070  -2.0281
H  5.3580  1.8648  -1.8124
H  4.3378  2.8576  -0.7193
H  -4.2453  -1.6470  -2.5317
H  -4.6626  -2.0115  -0.8181
H  -3.0147  -2.3051  -1.3962
H  2.2713  -0.7641  0.4759
H  1.9551  0.9727  0.2401
H  -5.7296  0.7562  -1.0209
H  -4.9710  0.7613  -2.6673
H  -4.5873  2.0469  -1.4567
O  -0.2161  -2.4122  -1.0830
C  -0.3003  -1.9591  0.1332
O  -0.3784  -0.6729  0.2402
C  -0.1964  -2.8282  1.3091
C  -0.0606  -2.2674  2.5885
C  0.0155  -3.0932  3.6932
C  0.0210  -4.4971  3.5303
C  -0.0154  -5.0514  2.2440
C  -0.1025  -4.2257  1.1427
N  0.0300  -5.3288  4.6909
O  0.0131  -4.7694  5.8147
O  0.0460  -6.5738  4.5617
H  0.0038  -1.1814  2.6999
H  0.0463  -2.6888  4.7024
H  0.0119  -6.1408  2.1522
H  -0.0993  -4.6561  0.1440

Forces on atoms 1 to 6 (eV/Å):
-1.594 -0.888 4.327
-1.120 1.343 -1.777
0.646 -1.281 0.817
2.497 -0.657 1.116
-2.900 -1.286 0.766
0.899 1.014 -0.751

=====

[2]
Entry from the OMol25 dataset: a molecular structure, C30H46BrN3P2PbSe (wB97M-V/def2-TZVPD).

Relative energy (zero: lowest compared OMol25 entry of this formula, charge and spin), kJ/mol: 67.5
HOMO (alpha / beta), eV: -16.547 / -16.550
Net charge: +4

Cartesian coordinates (Å):
C  -0.7930  7.2933  -4.1518
C  -0.9928  5.9112  -4.3738
C  -1.2737  5.5012  -5.7022
C  -1.2881  6.4717  -6.7225
N  -1.0717  7.7726  -6.5030
C  -0.8302  8.1726  -5.2503
C  -0.8788  4.9614  -3.2917
C  -0.7262  4.1389  -2.4001
C  -0.4589  3.0239  -1.5389
C  0.6450  2.9373  -0.6751
C  0.8723  1.7710  0.0602
C  0.1502  0.6086  -0.1857
C  -0.9217  0.6781  -1.1034
C  -1.2754  1.9136  -1.6918
Pb  -1.7350  0.5221  1.2397
P  1.6974  -1.2531  0.9903
H  -1.4566  4.4544  -5.9546
H  -0.5860  7.6864  -3.1543
H  -1.4774  6.1650  -7.7646
H  -0.6459  9.2472  -5.0916
H  -2.1322  2.0082  -2.3620
H  1.3265  3.7810  -0.6233
H  -1.4918  -0.1489  -1.4185
H  1.6450  1.7924  0.8271
C  2.4188  -2.8687  1.6338
C  3.3517  -3.7379  0.8006
H  1.5159  -3.4392  1.8803
H  2.8944  -2.6226  2.5901
H  3.5717  -4.6488  1.3697
H  2.8955  -4.0700  -0.1344
H  4.3176  -3.2765  0.5715
C  1.8744  -1.5385  -0.8633
C  2.8871  -0.6829  -1.6283
H  0.8768  -1.3107  -1.2713
H  2.0370  -2.6114  -1.0467
H  2.7428  -0.8531  -2.7112
H  2.7364  0.3925  -1.4435
H  3.9272  -0.9562  -1.3840
C  3.1376  -0.1281  1.4525
C  4.5508  -0.7119  1.4757
H  2.8508  0.2410  2.4515
H  3.1507  0.7299  0.7654
H  5.2511  0.0970  1.7389
H  4.6706  -1.5110  2.2174
H  4.8616  -1.0846  0.4872
Br  0.0822  -1.4651  3.2904
P  -2.5310  -3.2873  -1.7919
C  -0.7119  -3.5194  -1.8350
C  -0.3585  -4.9761  -2.1550
H  -0.3406  -3.2189  -0.8434
H  -0.3114  -2.8435  -2.6071
H  0.6993  -5.0545  -2.4298
H  -0.5212  -5.6264  -1.2883
H  -0.9521  -5.3665  -2.9939
C  -3.0598  -3.0589  -0.0602
C  -4.4320  -3.7288  0.1023
H  -3.1022  -1.9784  0.1435
H  -2.2963  -3.5490  0.5608
H  -4.6428  -3.9146  1.1586
H  -5.2433  -3.1014  -0.2883
H  -4.4801  -4.6907  -0.4265
C  -2.8119  -1.7063  -2.6716
C  -3.0794  -1.9018  -4.1622
H  -1.8664  -1.1480  -2.6168
H  -3.6293  -1.1755  -2.1501
H  -3.4777  -0.9662  -4.5731
H  -2.1390  -2.1161  -4.6913
H  -3.7971  -2.7134  -4.3315
C  2.4733  0.9868  5.6590
N  1.0950  0.7368  5.9986
C  0.6778  0.1469  7.1683
C  -0.6714  0.0322  7.0985
N  -1.0727  0.5464  5.8929
C  -2.4349  0.5454  5.4240
C  0.0120  1.0391  5.2111
Se  -0.0052  1.8993  3.6041
H  2.8293  0.2919  4.8935
H  3.0546  0.8368  6.5737
H  2.5762  2.0093  5.3046
H  1.3654  -0.1076  7.9509
H  -1.3704  -0.3451  7.8224
H  -2.6955  -0.3890  4.9191
H  -3.0757  0.6765  6.2927
H  -2.5766  1.3833  4.7371

Forces on atoms 1 to 6 (eV/Å):
0.195 -0.057 -0.244
-0.146 0.473 -0.414
0.087 0.264 0.077
-0.023 -0.391 0.371
0.077 -0.292 0.362
-0.067 -0.282 0.377

=====

[3]
Entry from the OMol25 dataset: a molecular structure, C30H46BrN3P2Zn (wB97M-V/def2-TZVPD).

Relative energy (zero: lowest compared OMol25 entry of this formula, charge and spin), kJ/mol: 179.7
HOMO (alpha / beta), eV: -11.661 / -11.661
Net charge: +2

Cartesian coordinates (Å):
N  -5.1884  3.8773  -3.7563
C  -5.2242  4.2352  -2.4717
C  -4.5846  3.4953  -1.4756
C  -3.7782  2.3803  -1.8311
C  -3.8419  1.9785  -3.1958
C  -4.5278  2.7752  -4.1153
C  -2.8443  1.7811  -0.9102
Zn  -0.9076  0.2846  0.2463
P  4.0208  -0.6287  0.5793
C  -1.6949  1.0375  -1.3782
C  -0.5230  1.8586  -1.8913
C  0.1849  1.5090  -3.0609
C  1.4239  2.1304  -3.2924
C  2.0321  2.8398  -2.2322
C  1.2721  3.3285  -1.1487
C  -0.0753  2.9263  -1.0842
Br  3.8318  2.5404  -2.0173
H  -2.9977  2.0568  0.1451
H  -1.8584  0.0905  -1.9274
H  -4.6889  3.8228  -0.4454
H  -3.3954  1.0640  -3.5848
H  -5.7916  5.1345  -2.2106
H  -4.5197  2.4934  -5.1751
H  -0.2349  0.7497  -3.7401
H  -0.8009  3.3464  -0.3713
H  1.9653  1.9869  -4.2353
H  1.7613  3.8805  -0.3389
P  -0.7943  -2.2509  -0.2640
C  4.6570  1.0642  0.8694
C  6.0279  1.3542  0.2452
H  4.6790  1.2300  1.9577
H  3.8579  1.6718  0.4228
H  6.2643  2.4212  0.3011
H  6.8402  0.8394  0.7680
H  6.0742  1.0536  -0.8059
C  3.2876  -0.6706  -1.1009
C  4.2286  -1.4958  -1.9710
H  3.1956  0.3633  -1.4829
H  2.2843  -1.1155  -1.0341
H  3.8482  -1.6082  -2.9872
H  5.2227  -1.0395  -2.0427
H  4.3406  -2.4931  -1.5326
C  2.7210  -0.7752  1.8494
C  3.3432  -1.4280  3.0969
H  1.9238  -1.4035  1.4203
H  2.3013  0.2252  2.0508
H  2.5908  -1.9539  3.6939
H  4.1123  -2.1513  2.7977
H  3.8300  -0.6969  3.7518
C  -0.5638  -3.4146  1.1293
C  -1.3771  -4.7081  0.9926
H  -0.8100  -2.8412  2.0342
H  0.5150  -3.6284  1.1662
H  -2.4216  -4.5782  1.3026
H  -1.3757  -5.0848  -0.0395
H  -0.9573  -5.5077  1.6132
C  0.1957  -3.1495  -1.5262
C  0.1055  -2.4867  -2.8869
H  -0.0865  -4.2157  -1.5920
H  1.2336  -3.1252  -1.1494
H  -0.8558  -2.6975  -3.3746
H  0.2375  -1.4006  -2.8150
H  0.9086  -2.8869  -3.5169
C  -2.5607  -2.5726  -0.7505
C  -3.5110  -2.1362  0.3500
H  -2.6538  -3.6466  -0.9887
H  -2.7394  -2.0146  -1.6865
H  -4.5077  -2.0130  -0.0765
H  -3.5759  -2.8760  1.1537
H  -3.2274  -1.1695  0.7835
N  -1.3264  1.3660  6.2336
C  -1.1789  1.0457  4.9195
C  -1.7222  -0.1489  4.4007
C  -1.7915  -0.3491  3.0318
N  -1.1776  0.5148  2.1667
C  -0.5892  1.6464  2.6502
C  -0.5007  1.8787  4.0078
H  -1.8998  0.8099  6.8543
H  -1.0735  2.2843  6.5783
H  -2.1065  -0.9166  5.0612
H  -2.3372  -1.2092  2.6205
H  -0.1956  2.3843  1.9380
H  0.0760  2.7318  4.3305

Forces on atoms 1 to 6 (eV/Å):
0.060 0.213 0.023
0.090 -0.338 0.207
0.052 0.169 0.231
-0.337 -0.933 0.019
0.051 0.335 -0.579
0.279 -0.563 0.425

=====

[4]
Entry from the OMol25 dataset: 7 unconnected molecules or ions with the total composition C30H46F12O17 (wB97M-V/def2-TZVPD).

HOMO, eV: -9.583
SMILES: CCOC(=O)C(F)(F)F.CCOC(=O)C(F)(F)F.CCOC(=O)C(F)(F)F.CCOC(=O)C(F)(F)F.C[C@H]1COC(=O)O1.C[C@H]1COC(=O)O1.COCCOCCOC
Net charge: 0

Cartesian coordinates (Å):
C  -0.2272  2.2132  4.1861
C  -1.5713  2.2248  4.9587
O  -1.3597  2.2282  6.3665
C  -0.7911  1.2619  7.0808
O  -0.5770  0.1492  6.6132
C  -0.3538  1.7604  8.5300
F  0.9931  1.6890  8.7344
F  -0.8028  2.9882  8.8672
F  -0.8347  0.8378  9.3132
H  -0.6197  2.2967  3.1727
H  0.2790  1.2479  4.1794
H  0.3272  3.1007  4.4914
H  -2.1334  1.3288  4.6954
H  -2.2446  3.0491  4.7233
C  6.3399  2.4978  -7.7977
C  5.6968  2.9608  -6.5232
O  4.9276  1.8100  -5.9573
C  4.1406  1.9998  -4.8599
O  3.8229  3.0785  -4.2946
C  3.3541  0.6830  -4.4352
F  3.1234  0.8004  -3.1151
F  2.2086  0.8806  -5.1825
F  3.9880  -0.4428  -4.7512
H  7.0226  1.6564  -7.6780
H  7.0167  3.1589  -8.3389
H  5.5859  2.1974  -8.5252
H  5.1838  3.9166  -6.6302
H  6.4113  3.3483  -5.7969
C  7.3548  -2.0454  2.3851
C  7.6819  -3.1974  1.3371
O  6.7525  -3.3608  0.3050
C  5.5046  -3.7493  0.3995
O  4.8493  -3.7453  1.4101
C  4.8699  -4.0121  -0.9558
F  5.4325  -3.1624  -1.8545
F  5.0744  -5.2854  -1.3218
F  3.4830  -3.8947  -0.9269
H  7.0485  -1.0503  2.0624
H  8.2564  -2.0962  2.9956
H  6.6137  -2.4042  3.0993
H  7.7131  -4.1414  1.8811
H  8.6437  -3.0237  0.8543
C  0.3075  -0.9627  -1.5995
C  1.5277  -1.4648  -0.9105
O  2.0607  -0.4187  -0.0284
C  1.7854  -0.3390  1.2105
O  0.8686  -0.9507  1.7421
C  2.7711  0.5900  1.9648
F  3.7608  1.0145  1.2042
F  2.1508  1.6037  2.6268
F  3.3507  -0.0908  2.9221
H  -0.2332  -1.6546  -2.2453
H  0.4587  -0.0004  -2.0886
H  -0.4782  -0.7655  -0.8702
H  2.3438  -1.8848  -1.4985
H  1.1934  -2.3245  -0.3297
C  -2.6561  -0.4836  1.0012
C  -2.2076  -1.8276  1.6131
C  -3.2997  -2.7521  2.0894
O  -3.1037  -4.0233  1.5207
C  -2.0738  -3.8925  0.6407
O  -1.8045  -4.7059  -0.2344
O  -1.5484  -2.6306  0.6275
H  -2.3155  -0.5189  -0.0337
H  -2.2596  0.3973  1.5060
H  -3.7192  -0.4284  0.7666
H  -1.5118  -1.7011  2.4425
H  -4.2999  -2.3454  1.9399
H  -3.0550  -2.8901  3.1426
C  -5.8207  -2.6395  -3.3599
C  -4.3649  -2.4895  -2.9485
C  -3.3296  -3.4858  -3.4848
O  -2.2505  -2.5737  -3.6911
C  -2.6929  -1.2944  -3.5776
O  -2.0238  -0.2697  -3.4545
O  -3.9661  -1.3628  -3.6385
H  -6.0609  -3.1107  -4.3130
H  -6.5059  -1.8385  -3.0825
H  -6.1911  -3.3601  -2.6308
H  -4.2727  -2.1529  -1.9158
H  -3.7113  -3.9071  -4.4148
H  -2.9952  -4.3053  -2.8486
C  -7.1491  1.3514  1.9500
O  -5.7569  1.2107  2.4078
C  -4.7559  2.2182  1.9608
C  -4.6645  2.4079  0.4419
O  -3.3207  2.8981  0.2169
C  -2.8582  2.5344  -1.1254
C  -1.6238  3.4063  -1.3669
O  -0.4430  2.8916  -0.7805
C  -0.1925  3.3314  0.5233
H  -7.7959  0.6415  2.4656
H  -7.1818  1.3514  0.8604
H  -7.3806  2.3997  2.1388
H  -3.8315  1.8069  2.3663
H  -5.0516  3.1738  2.3939
H  -5.4511  3.0921  0.1238
H  -4.8581  1.4953  -0.1218
H  -3.5718  2.8635  -1.8807
H  -2.8024  1.4477  -1.1899
H  -1.8009  4.4436  -1.0828
H  -1.4175  3.4631  -2.4357
H  -0.8350  2.7112  1.1483
H  -0.0660  4.3916  0.7429
H  0.7966  2.9554  0.7849

Forces on atoms 1 to 6 (eV/Å):
-2.184 0.263 -0.069
0.755 -1.819 -0.469
0.002 1.342 1.972
0.667 -0.914 -2.929
-0.151 1.888 1.879
0.665 -0.438 -0.987

=====

[5]
Entry from the OMol25 dataset: 9 unconnected molecules or ions with the total composition C30H46N2O27 (wB97M-V/def2-TZVPD).

Relative energy (zero: lowest compared OMol25 entry of this formula, charge and spin), kJ/mol: 232.5
HOMO, eV: -8.888
SMILES: CCNNC(=O)OC[C@H](C)O.O=C1OCCO1.O=C1OCCO1.O=C1OCCO1.O=C1OCCO1.O=C1OCCO1.O=C1OCCO1.O=C1OCCO1.O=C1OCCO1
Net charge: 0

Cartesian coordinates (Å):
C  -2.0099  6.3962  -2.4384
C  -0.9724  5.2855  -1.9437
N  -0.1927  4.6374  -3.0759
N  1.1008  4.3903  -2.5452
C  1.3491  2.9236  -2.5183
O  0.3566  2.1482  -2.4356
O  2.6863  2.4144  -2.6335
C  2.8653  1.4660  -1.5409
C  4.3677  0.9588  -1.3398
C  5.4994  2.0177  -1.7401
O  4.4950  -0.3359  -1.9889
H  -1.5047  7.3731  -2.7677
H  -2.6879  6.6847  -1.5525
H  -2.7010  6.0331  -3.2769
H  -1.5416  4.5058  -1.3277
H  -0.1971  5.7737  -1.2653
H  -0.1425  5.3464  -3.8253
H  1.7891  4.7890  -3.2151
H  2.2098  0.5323  -1.7069
H  2.4852  1.9646  -0.5776
H  4.4934  0.7618  -0.2087
H  6.3965  1.3993  -2.1269
H  5.2162  2.7417  -2.5816
H  5.8557  2.5354  -0.7823
H  4.9854  -0.2633  -2.8329
O  0.8174  0.4266  3.5689
C  0.0673  0.6859  2.6702
O  -0.2326  1.9495  2.2608
C  -0.9635  1.8322  1.0447
C  -1.5438  0.4543  1.1304
O  -0.5936  -0.2433  1.9296
H  -1.7312  2.6045  0.9768
H  -0.2715  1.9446  0.2043
H  -2.5117  0.4386  1.6374
H  -1.6493  -0.0149  0.1534
O  -3.5321  -1.3035  -0.2499
C  -4.4882  -1.4280  0.4662
O  -5.5198  -2.2805  0.2286
C  -6.3260  -2.3009  1.4035
C  -6.0096  -0.9917  2.0501
O  -4.6768  -0.7321  1.6210
H  -7.3811  -2.3957  1.1490
H  -6.0323  -3.1534  2.0182
H  -6.6581  -0.1830  1.6976
H  -6.0637  -1.0401  3.1289
O  2.0238  7.9317  0.7766
C  2.1705  6.7797  1.0685
O  1.4950  5.7485  0.4907
C  2.1062  4.5484  0.9396
C  2.7549  4.9543  2.2270
O  3.0353  6.3325  2.0210
H  1.3614  3.7627  1.0781
H  2.8332  4.2213  0.1899
H  2.0827  4.8538  3.0842
H  3.6703  4.3960  2.4279
O  7.3953  0.6429  0.0544
C  7.5628  -0.5404  -0.0002
O  7.3300  -1.3981  1.0299
C  7.4249  -2.7159  0.5067
C  8.2905  -2.5367  -0.7039
O  8.0114  -1.2019  -1.1020
H  7.8662  -3.3936  1.2389
H  6.4209  -3.0694  0.2552
H  9.3565  -2.6214  -0.4729
H  8.0438  -3.2396  -1.5009
O  -7.8849  -4.8770  1.2797
C  -6.9064  -5.5383  1.0781
O  -6.7184  -6.8007  1.5548
C  -5.5573  -7.3159  0.9159
C  -4.8077  -6.0832  0.5270
O  -5.8378  -5.1235  0.3425
H  -4.9892  -7.9509  1.5973
H  -5.8647  -7.9092  0.0504
H  -4.1368  -5.7343  1.3181
H  -4.2340  -6.2179  -0.3900
O  4.9485  4.7043  -2.4340
C  5.8794  5.2521  -2.9504
O  6.6262  4.7156  -3.9534
C  7.4736  5.7467  -4.4416
C  7.5661  6.6866  -3.2776
O  6.3278  6.4906  -2.6091
H  8.4454  5.3455  -4.7326
H  7.0031  6.2068  -5.3154
H  8.3812  6.4291  -2.5951
H  7.6797  7.7260  -3.5886
O  -6.9165  -2.4643  4.0985
C  -6.5251  -2.1636  5.1915
O  -5.6275  -1.1715  5.4391
C  -5.5973  -0.9757  6.8468
C  -6.0739  -2.2929  7.3797
O  -6.9199  -2.7707  6.3419
H  -4.5895  -0.7290  7.1833
H  -6.2692  -0.1518  7.1036
H  -5.2573  -3.0057  7.5265
H  -6.6260  -2.1894  8.3147
O  -5.4331  -9.9493  -1.6524
C  -4.4868  -9.4389  -2.1766
O  -3.7517  -10.0146  -3.1654
C  -2.8751  -9.0168  -3.6716
C  -2.7602  -8.0563  -2.5267
O  -4.0064  -8.2046  -1.8577
H  -1.9138  -9.4499  -3.9509
H  -3.3303  -8.5620  -4.5560
H  -1.9543  -8.3217  -1.8362
H  -2.6174  -7.0269  -2.8587

Forces on atoms 1 to 6 (eV/Å):
-0.279 0.114 0.337
-0.417 0.790 0.257
-1.697 1.395 1.130
2.575 -2.616 -1.986
-3.066 -2.106 -0.824
3.951 2.674 0.290